Formula: C36H35CoN2O7SSb
Source: OMol25
Level of theory: ωB97M-V/def2-TZVPD

XYZ file:
```
83
Properties=species:S:1:pos:R:3:forces:R:3:mulliken_spin:R:1
Co -0.639869 0.839741 -0.365457 -0.310 -0.398 -0.016 2.74
O -3.580786 -1.932527 0.569539 0.026 -0.032 0.006 0.01
C -2.612934 -1.185345 0.756304 -0.023 0.192 0.038 0.01
O -1.753237 -0.856339 -0.118400 0.018 -0.015 -0.113 0.07
C -2.348679 -0.692187 2.189626 -0.034 -0.066 0.003 0.00
C -0.853078 -0.785624 2.523760 0.057 -0.047 -0.016 0.00
C -0.657701 -0.774711 4.046315 -0.009 -0.016 0.020 0.00
C -0.925211 0.716274 4.377462 0.002 -0.017 -0.003 0.00
C -1.247757 1.274434 2.985327 0.024 0.037 -0.044 0.00
O -0.361339 0.519558 2.149270 -0.059 0.001 0.045 0.04
C -2.638525 0.809484 2.525191 -0.044 -0.030 0.083 0.00
C -3.139005 1.721112 1.395543 -0.011 -0.074 -0.055 0.00
O -4.246179 2.251922 1.524329 0.026 0.008 0.016 0.00
O -2.320389 1.917230 0.438900 0.065 0.019 -0.134 0.05
H -2.939302 -1.340037 2.837745 0.021 0.029 0.035 0.00
H -0.308683 -1.548436 1.971089 -0.015 0.031 0.012 0.00
H 0.358320 -1.071480 4.311181 -0.007 0.012 -0.007 0.00
H -1.350891 -1.454913 4.542156 0.000 -0.001 0.002 0.00
H -0.033430 1.198389 4.783538 0.002 0.007 0.008 0.00
H -1.746862 0.865007 5.079385 -0.002 0.001 -0.001 0.00
H -1.056926 2.336649 2.843219 0.004 -0.002 0.009 0.00
H -3.363376 0.880292 3.336331 -0.008 0.011 -0.014 0.00
O 1.232491 -2.022648 0.024823 -0.012 -0.022 -0.053 0.01
S 2.264314 -1.020378 -0.045918 0.022 0.011 0.102 0.02
O 3.292586 -1.195061 -1.050703 0.001 -0.027 -0.032 0.00
N 1.582721 0.408603 -0.053652 0.002 0.162 -0.154 -0.02
C 2.375542 1.534287 -0.073050 -0.036 -0.018 0.069 0.01
C 3.759525 1.602975 -0.013117 0.159 0.003 -0.036 0.00
C 4.441938 2.834474 0.009847 -0.058 -0.013 0.002 0.00
C 3.783261 4.029689 -0.036483 -0.043 -0.042 0.003 0.00
C 2.369506 4.016754 -0.117761 0.035 0.141 -0.032 0.00
C 1.597256 5.198453 -0.203946 0.059 0.029 0.015 0.00
C 0.239934 5.124174 -0.299530 -0.058 -0.160 -0.004 0.00
C -0.372317 3.851508 -0.299852 0.091 0.162 0.009 0.00
N 0.321089 2.744619 -0.209733 0.099 0.225 0.028 0.04
C 1.674368 2.792222 -0.130344 -0.075 -0.058 -0.005 0.00
C 3.134472 -1.130157 1.520064 -0.018 0.005 0.004 0.00
C 2.659985 -0.447760 2.630561 0.047 -0.003 0.010 0.00
C 3.318275 -0.587560 3.844908 -0.003 0.005 -0.003 0.00
C 4.439438 -1.400282 3.946259 0.009 0.000 0.022 0.00
C 4.910742 -2.074485 2.827400 -0.019 -0.001 -0.039 0.00
C 4.259505 -1.937062 1.609098 0.013 0.004 0.031 0.00
H 4.348670 0.698921 -0.014387 -0.035 -0.030 0.000 0.00
H 5.525088 2.816321 0.060304 0.003 0.003 -0.001 0.00
H 4.310959 4.976046 -0.024935 0.004 0.002 -0.003 0.00
H 2.107617 6.156330 -0.198549 -0.002 -0.003 -0.004 0.00
H -0.377514 6.009250 -0.375886 0.012 0.014 0.003 0.00
H -1.447140 3.728614 -0.357866 -0.001 -0.009 -0.002 0.00
H 1.784659 0.184681 2.531792 0.001 -0.020 -0.009 0.00
H 2.952080 -0.055677 4.715437 0.003 -0.001 0.002 0.00
H 4.949491 -1.506024 4.896740 -0.003 0.004 0.001 0.00
H 5.787907 -2.706286 2.902008 0.001 0.000 0.004 0.00
H 4.615869 -2.440177 0.719773 0.000 -0.002 -0.006 0.00
C 0.405325 -5.471262 -0.538567 0.000 -0.036 -0.007 0.00
Sb -1.171573 -4.086730 0.019735 0.036 0.025 0.056 0.00
C -1.302999 -3.237721 -1.929668 0.003 0.014 -0.048 0.00
C -2.730001 -5.546754 -0.354329 -0.013 -0.021 -0.007 0.00
H 0.162862 -5.961118 -1.484223 0.012 -0.005 0.003 0.00
H 0.538246 -6.228986 0.236670 0.009 -0.014 -0.011 0.00
H 1.334798 -4.912004 -0.648712 0.000 0.014 -0.002 0.00
H -1.348119 -4.036509 -2.673708 0.003 0.000 -0.002 0.00
H -0.432520 -2.605795 -2.099219 -0.002 0.003 0.023 0.00
H -2.189649 -2.609626 -1.970071 -0.014 -0.005 0.000 0.00
H -2.587192 -6.004996 -1.335350 -0.019 -0.006 0.004 0.00
H -3.691541 -5.033786 -0.326207 -0.003 0.008 -0.009 0.00
H -2.721954 -6.324221 0.412248 0.000 -0.012 -0.001 0.00
C -4.213455 1.280346 -4.833501 -0.002 -0.001 0.016 0.00
C -4.277074 1.258031 -3.422441 0.006 0.001 -0.017 0.00
C -3.130043 1.150510 -2.684814 -0.001 0.003 -0.012 0.02
C -1.850339 1.059803 -3.299398 -0.060 -0.023 0.163 -0.09
C -0.667921 0.950474 -2.486822 0.066 0.011 0.090 0.18
C 0.516363 0.857031 -3.191565 0.058 0.026 0.026 -0.08
C 0.589511 0.861136 -4.605354 -0.016 0.009 -0.005 0.00
C -0.541165 0.971932 -5.362363 -0.039 0.002 0.019 0.00
C -1.800376 1.076687 -4.719316 0.043 0.006 -0.048 0.00
C -3.003657 1.191313 -5.462217 0.002 -0.001 -0.015 0.00
H -5.125382 1.362992 -5.415963 -0.001 0.001 -0.002 0.00
H -5.235115 1.320797 -2.920071 -0.004 0.001 -0.008 0.00
H -3.175158 1.138688 -1.603139 0.013 -0.001 0.008 0.00
H 1.456335 0.760499 -2.653218 -0.009 -0.013 -0.002 0.00
H 1.558001 0.770247 -5.089070 0.006 0.001 -0.002 0.00
H -0.498559 0.974154 -6.447816 0.005 0.001 -0.004 0.00
H -2.944087 1.202013 -6.547227 -0.003 0.000 -0.002 0.00
```
Forces are in eV/Å.

Calculated values
<S²> = 3.76
Net charge = -2
Spin multiplicity = 4
Highest occupied orbital energy (spin up / spin down) = -2.081 / -2.327 eV
M = 820.44 g/mol

Formula: C36H35F7N3SeW
Source: OMol25
Level of theory: ωB97M-V/def2-TZVPD

XYZ file:
```
83
Properties=species:S:1:pos:R:3:forces:R:3:lowdin_charge:R:1
W -0.765625 -1.311117 -0.120456 0.127 0.268 0.406 1.39
C -0.487661 1.982592 -1.005828 -0.012 0.119 0.019 -0.08
C -1.529409 1.745899 0.073786 0.026 0.007 0.076 -0.22
N -1.220783 0.628894 1.031695 0.073 0.304 -0.067 -0.27
C -2.380896 0.499294 1.985752 0.046 -0.018 -0.017 -0.23
C -3.715332 0.084255 1.396396 -0.049 0.064 0.014 -0.08
C -0.022389 1.010955 1.844885 -0.004 -0.031 -0.127 -0.16
C 0.843710 -0.204705 2.077729 0.030 -0.030 -0.181 -0.19
N 1.004868 -0.849874 0.754356 -0.122 0.017 -0.081 -0.21
C 2.326830 -1.114127 0.355573 0.089 0.068 -0.012 -0.24
C 2.846855 -0.571573 -0.816021 0.086 -0.015 0.168 -0.20
F 2.094866 0.256638 -1.556125 -0.052 -0.034 -0.038 0.08
C 4.140865 -0.849899 -1.216112 -0.056 0.123 -0.176 -0.21
F 4.588793 -0.299406 -2.347910 -0.006 -0.022 0.025 0.11
C 4.962921 -1.661046 -0.468709 0.073 -0.070 0.085 0.10
C 4.459802 -2.196260 0.701480 0.113 -0.058 -0.038 -0.20
F 5.220783 -2.993447 1.451654 -0.018 0.011 -0.005 0.12
C 3.166085 -1.936030 1.106498 -0.123 0.039 -0.050 -0.16
F 2.694468 -2.497527 2.225808 -0.042 0.033 0.028 0.11
H -0.865003 2.748611 -1.684668 -0.014 0.017 0.036 0.10
H -0.279865 1.102616 -1.609524 -0.009 -0.142 -0.004 0.02
H 0.466642 2.334681 -0.621203 0.009 0.017 0.029 0.08
H -2.493284 1.528154 -0.377685 0.020 -0.054 -0.064 0.10
H -1.646608 2.655608 0.670716 -0.031 0.021 0.028 0.14
H -2.488671 1.477823 2.462416 -0.006 0.005 0.032 0.13
H -2.066571 -0.205872 2.754211 -0.024 -0.061 0.002 0.11
H -4.121452 0.826767 0.709399 0.017 -0.027 0.017 0.08
H -4.421993 -0.006375 2.222665 0.004 0.008 -0.014 0.09
H -3.673213 -0.876184 0.892763 0.023 -0.063 -0.027 0.04
H -0.344026 1.495272 2.766702 0.002 -0.052 0.059 0.13
H 0.560811 1.728429 1.277303 0.016 0.054 -0.022 0.11
H 0.403340 -0.902176 2.789923 -0.067 -0.024 0.100 0.11
H 1.808506 0.106468 2.474574 0.075 -0.020 0.029 0.14
H 5.974907 -1.868632 -0.787362 -0.019 -0.008 0.019 0.15
F -5.327267 -7.608481 5.389672 -0.015 -0.007 -0.008 0.15
C -4.409208 -6.778296 5.897579 -0.025 -0.010 0.008 -0.59
F -3.462914 -7.526005 6.484289 0.032 -0.019 0.013 0.15
F -5.001732 -6.059919 6.865803 -0.019 0.012 0.022 0.15
C -3.815564 -5.874632 4.848773 0.024 0.009 -0.011 -0.10
C -2.758389 -5.049842 5.214995 0.029 0.010 0.005 0.01
C -2.197100 -4.201528 4.282335 0.022 -0.012 -0.016 0.00
C -2.703406 -4.171127 2.978356 0.013 0.055 -0.033 -0.23
C -3.764852 -5.002578 2.619726 -0.032 0.000 0.006 0.00
C -4.317494 -5.858631 3.558104 -0.019 0.011 -0.054 0.01
C -2.130387 -3.290849 2.011387 -0.007 -0.125 0.145 -0.04
C -1.627606 -2.542142 1.194520 -0.187 -0.303 0.131 -0.18
H -2.373858 -5.081950 6.226050 -0.002 0.004 -0.013 0.13
H -1.363862 -3.564719 4.547347 -0.013 -0.007 0.010 0.12
H -4.147626 -4.977617 1.607748 0.006 0.001 0.027 0.12
H -5.136081 -6.510442 3.287098 0.012 0.010 0.003 0.13
C -3.942042 -3.719529 -5.866741 0.000 -0.003 -0.006 -0.04
C -2.863306 -3.509804 -4.839766 0.020 0.035 -0.050 -0.26
C -2.006520 -2.420552 -4.918165 0.035 -0.058 -0.100 -0.01
C -0.996747 -2.206984 -3.985405 0.062 -0.096 -0.015 -0.31
C -0.106668 -1.001660 -4.103824 0.149 -0.071 -0.090 -0.07
C -0.873630 -3.123699 -2.941760 -0.031 -0.014 -0.008 -0.48
Se 0.447182 -2.797931 -1.564696 0.107 -0.207 -0.197 0.93
C -1.709207 -4.238733 -2.826307 0.012 0.057 0.000 -0.29
C -1.587888 -5.223203 -1.694566 0.047 -0.054 -0.058 -0.07
C -2.693072 -4.409914 -3.794153 -0.003 0.000 0.050 0.00
H -4.122705 -2.811247 -6.441287 0.012 -0.008 0.012 0.08
H -4.880547 -4.019985 -5.398685 0.017 -0.002 0.006 0.08
H -3.661872 -4.507468 -6.568922 0.004 0.009 0.014 0.09
H -2.127048 -1.707034 -5.727396 0.007 -0.035 0.030 0.12
H -0.363659 -0.421943 -4.989662 0.011 -0.014 0.000 0.09
H 0.946846 -1.282453 -4.174606 -0.014 -0.030 0.001 0.09
H -0.197543 -0.347568 -3.234588 0.102 -0.094 -0.045 0.02
H -1.829840 -4.759253 -0.737182 -0.028 0.054 0.062 0.05
H -0.573366 -5.616889 -1.607422 0.000 0.005 -0.025 0.08
H -2.260045 -6.067432 -1.847921 0.015 0.047 0.007 0.08
H -3.352322 -5.269431 -3.719918 0.025 0.023 -0.002 0.13
N -2.060364 -0.989476 -1.247030 -0.212 0.207 -0.231 -0.14
C -2.994157 -0.697485 -2.227314 -0.013 -0.082 0.051 -0.34
C -2.766126 0.294179 -3.182446 -0.158 0.150 0.101 -0.04
C -3.708730 0.512255 -4.171838 -0.003 0.018 0.041 -0.06
C -4.870293 -0.250935 -4.209968 -0.005 0.013 -0.029 -0.06
C -5.094704 -1.237293 -3.258093 0.001 -0.020 0.029 -0.06
C -4.157734 -1.467607 -2.265649 -0.049 0.011 -0.019 -0.01
H -1.847880 0.865609 -3.153448 -0.171 0.036 -0.003 0.09
H -3.536872 1.273159 -4.922123 0.000 0.003 0.018 0.12
H -5.604118 -0.074402 -4.986376 0.021 -0.010 0.017 0.11
H -5.998404 -1.832584 -3.293580 0.022 0.021 -0.004 0.11
H -4.302419 -2.243791 -1.522969 0.024 0.033 -0.039 0.12
```
Forces are in eV/Å.

Calculated values
ΔE to the lowest compared entry with this formula, charge and spin = 10.21 kJ/mol
Net charge = +1
Spin multiplicity = 1
Highest occupied orbital energy = -11.167 eV
M = 905.48 g/mol